1.
Below is the molecule C17H23NO3, with properties calculated with wB97M-V/def2-TZVPD.

```
44
Properties=species:S:1:pos:R:3:forces:R:3
O 3.63749 -0.33438 -0.56444 0.315 0.093 -0.260
C 2.64019 -0.13275 0.09196 -0.413 0.440 0.258
N 1.96405 -1.08857 0.75790 -0.260 -0.247 0.377
H 1.09599 -0.83108 1.20354 0.072 0.107 -0.133
C 2.18144 -2.49346 0.50201 0.084 -0.175 0.007
H 2.38005 -3.01386 1.44421 0.072 -0.018 -0.145
H 3.07180 -2.55212 -0.12685 -0.073 -0.055 0.120
C 0.96662 -3.12112 -0.20174 0.158 0.116 0.005
C 0.44491 -2.21688 -1.28696 -0.111 -0.155 0.029
C 1.26540 -1.82508 -2.33808 -0.060 -0.035 -0.011
C 0.80481 -0.94176 -3.29694 0.079 0.014 -0.061
C -0.48561 -0.44460 -3.22530 -0.086 0.082 -0.058
C -1.31648 -0.84392 -2.19385 -0.086 0.066 -0.045
C -0.85044 -1.72051 -1.22941 0.023 -0.064 -0.002
H -1.50615 -2.03199 -0.42658 -0.037 -0.029 0.085
H -2.32977 -0.47130 -2.14110 -0.084 0.033 0.011
H -0.84383 0.24799 -3.97262 -0.026 0.048 -0.068
H 1.45744 -0.63834 -4.10189 0.060 0.027 -0.072
H 2.27441 -2.20301 -2.40167 0.150 -0.014 0.013
H 0.17551 -3.30360 0.52948 -0.017 -0.055 -0.034
H 1.26635 -4.08418 -0.62038 -0.041 -0.062 0.079
C 2.07460 1.27528 0.27246 0.565 0.222 -0.074
H 2.26609 1.84333 -0.64252 -0.027 -0.146 0.121
H 2.57809 1.77657 1.10881 -0.046 -0.144 -0.195
O 0.67489 1.23598 0.51556 -0.062 -0.302 -0.250
C 0.17935 2.01477 1.49108 -0.304 0.320 0.476
O 0.85319 2.73667 2.17592 0.062 0.051 -0.004
C -1.31696 1.83523 1.61864 0.221 -0.151 -0.239
C -2.01656 2.16125 0.29496 -0.154 0.165 0.153
C -3.52400 1.97251 0.43577 0.103 -0.179 -0.212
C -3.85130 0.54660 0.86820 -0.135 0.217 0.241
C -3.14610 0.21245 2.17888 0.095 -0.218 -0.213
C -1.63856 0.39430 2.03298 -0.132 0.159 0.242
H -1.26517 -0.28209 1.26101 0.049 -0.062 -0.018
H -1.13961 0.15955 2.97661 0.062 -0.051 -0.018
H -3.51622 0.86832 2.96978 -0.043 0.001 0.083
H -3.36532 -0.81725 2.46926 -0.028 0.023 0.082
H -3.52399 -0.15078 0.09430 -0.013 -0.085 -0.080
H -4.93046 0.43251 0.98749 -0.010 -0.067 -0.064
H -4.01013 2.19378 -0.51627 -0.045 0.078 0.023
H -3.90992 2.67402 1.17887 -0.071 0.069 0.010
H -1.62927 1.49897 -0.48187 0.023 0.017 -0.040
H -1.79517 3.19086 0.00642 0.052 0.000 -0.070
H -1.65995 2.52328 2.39753 0.123 -0.033 -0.051
```
Positions in Å, forces in eV/Å.

Results
multiplicity = 1
Kohn-Sham gap = 10.00 eV
total charge = 0
relative energy (zero: lowest compared OMol25 entry of this formula, charge and spin) = 43.6 kJ/mol
structure (SMILES) = O=C(COC(=O)C1CCCCC1)NCCc1ccccc1

Just the Löwdin charges please, in e? Sure, here they are:
1. O 0.07
2. C -0.47
3. N 0.08
4. H 0.13
5. C -0.16
6. H 0.12
7. H 0.12
8. C -0.12
9. C -0.24
10. C -0.04
11. C -0.07
12. C -0.09
13. C -0.09
14. C -0.06
15. H 0.10
16. H 0.10
17. H 0.10
18. H 0.11
19. H 0.12
20. H 0.11
21. H 0.12
22. C -0.04
23. H 0.15
24. H 0.14
25. O -0.01
26. C -0.46
27. O 0.13
28. C -0.22
29. C -0.15
30. C -0.19
31. C -0.20
32. C -0.19
33. C -0.15
34. H 0.10
35. H 0.13
36. H 0.12
37. H 0.11
38. H 0.10
39. H 0.11
40. H 0.11
41. H 0.12
42. H 0.11
43. H 0.13
44. H 0.16

2.
Below is a structure of composition C17H24AgF5N3NbO at a distorted geometry, with properties calculated with wB97M-V/def2-TZVPD.

```
52
Properties=species:S:1:pos:R:3:forces:R:3
N 1.92098 -0.67200 -0.15981 0.760 1.136 -0.679
C 3.09341 -0.99139 -0.00878 0.048 -2.236 2.278
O 4.14365 -1.51902 0.25967 -2.044 1.712 -1.017
Ag 3.81368 -0.09510 -1.90624 0.346 0.413 -0.829
Nb -0.05779 0.00219 -0.20929 1.235 -0.316 -0.090
N -0.83601 -1.61747 -0.99601 -0.197 2.245 1.015
N -0.41064 1.84397 -0.90726 1.099 -2.800 -0.506
C -0.35827 -3.00961 -1.08623 0.610 -0.910 0.042
C 0.24976 3.13662 -0.58927 0.249 0.672 0.437
C 0.79378 -3.09908 -2.07878 0.073 -0.091 -0.464
C -1.46036 -3.96241 -1.56281 -0.210 -0.164 -0.046
C 0.13692 -3.43785 0.29100 -0.297 -0.364 0.218
C 0.25867 4.10864 -1.77459 -0.123 0.141 -0.025
C -0.55072 3.68541 0.57695 -0.010 0.382 0.180
C 1.70960 2.97376 -0.17313 0.354 -0.164 0.203
H 0.46182 -2.71771 -3.05153 0.201 -0.131 0.038
H 1.09162 -4.15310 -2.18955 -0.067 0.411 -0.027
H 1.66924 -2.53473 -1.74228 -0.137 -0.098 -0.072
H -2.29362 -3.99307 -0.84842 0.147 -0.073 -0.301
H -1.07157 -4.99132 -1.64849 0.009 0.505 0.165
H -1.81296 -3.69062 -2.56721 -0.074 -0.028 0.310
H 0.99654 -2.83918 0.62313 -0.273 -0.237 0.010
H 0.42546 -4.49561 0.24043 0.095 0.287 0.117
H -0.68929 -3.35979 1.00739 0.257 0.038 0.050
H 0.81571 3.69722 -2.62377 -0.157 0.036 0.038
H 0.77780 5.03636 -1.49106 -0.241 -0.348 0.090
H -0.75364 4.37980 -2.08416 0.166 0.079 -0.045
H -1.58823 3.80081 0.24945 0.036 0.063 0.367
H -0.15219 4.65282 0.89188 -0.164 -0.024 -0.040
H -0.47674 2.99801 1.42960 -0.220 0.163 -0.152
H 1.86529 2.34790 0.71212 -0.139 0.028 -0.187
H 2.11798 3.96408 0.08201 -0.169 -0.348 -0.085
H 2.31603 2.58986 -1.00516 -0.056 -0.027 0.011
C -1.24700 1.77013 -2.11407 -0.803 0.381 -0.083
H -1.19084 0.74329 -2.52255 -0.196 0.593 -0.246
H -2.30040 2.01449 -1.87761 0.343 -0.229 -0.061
H -0.94427 2.52715 -2.85884 0.078 -0.884 0.175
C -2.23754 -1.31690 -1.29581 -0.230 -0.254 -0.654
H -2.92573 -2.05022 -0.84738 0.321 0.583 0.214
H -2.49553 -0.30240 -0.93823 -0.193 -0.157 0.044
H -2.41003 -1.35247 -2.38133 -0.010 0.231 0.196
F -2.32641 -1.10242 1.75226 0.814 0.762 0.544
C -1.37605 -0.50784 2.54432 0.149 -0.555 -0.038
C -0.21824 0.03370 1.94504 -0.810 -0.148 0.015
C 0.75023 0.54311 2.83065 0.157 -0.488 0.026
F 1.94800 0.96295 2.32938 -0.846 -0.093 0.467
C 0.59550 0.48958 4.21547 0.694 0.450 0.327
F 1.54825 0.98782 5.02661 -0.817 -0.508 -0.725
C -0.55407 -0.08984 4.76722 -0.397 0.245 0.998
F -0.73315 -0.13444 6.10164 0.388 0.019 -1.732
C -1.54728 -0.58854 3.92305 -1.061 -0.741 -0.019
F -2.64866 -1.20148 4.42420 1.313 0.839 -0.453
```
Positions in Å, forces in eV/Å.

Results
multiplicity = 1
Kohn-Sham gap = 6.31 eV
total charge = +2

Just the Löwdin charges please, in e? Sure, here they are:
1. N -0.05
2. C -0.53
3. O 0.15
4. Ag 0.96
5. Nb 1.86
6. N -0.25
7. N -0.25
8. C -0.64
9. C -0.64
10. C -0.04
11. C -0.03
12. C -0.03
13. C -0.04
14. C -0.02
15. C -0.06
16. H 0.10
17. H 0.11
18. H 0.04
19. H 0.10
20. H 0.11
21. H 0.10
22. H 0.06
23. H 0.11
24. H 0.09
25. H 0.10
26. H 0.11
27. H 0.10
28. H 0.10
29. H 0.11
30. H 0.08
31. H 0.05
32. H 0.11
33. H 0.06
34. C -0.12
35. H 0.06
36. H 0.11
37. H 0.09
38. C -0.13
39. H 0.10
40. H 0.07
41. H 0.11
42. F 0.05
43. C -0.20
44. C -0.15
45. C -0.21
46. F 0.04
47. C -0.11
48. F 0.14
49. C -0.07
50. F 0.17
51. C -0.10
52. F 0.14

3.
Below is a structure of composition C17H24BeN2O4S5, with properties calculated with wB97M-V/def2-TZVPD.

```
53
Properties=species:S:1:pos:R:3:forces:R:3
Be -1.20505 2.63662 -0.44336 -0.261 0.008 0.045
C -2.70657 1.11060 2.46291 0.069 -0.018 -0.018
C -1.33671 0.65491 2.96005 -0.040 -0.011 -0.053
S -0.17463 0.31559 1.61460 0.003 0.003 0.014
C 1.26308 1.28816 2.10070 0.021 -0.046 -0.027
C 1.06475 2.78787 2.25687 0.020 0.073 -0.018
S 0.31813 3.67535 0.85304 -0.021 0.020 -0.071
C -0.94732 4.65188 1.70428 0.023 -0.035 -0.012
C -2.03978 3.83188 2.38704 -0.057 0.025 -0.061
S -2.76304 2.52856 1.33895 0.099 0.007 -0.049
H -3.35083 1.34814 3.31102 -0.020 -0.055 0.007
H -3.19159 0.31433 1.89711 0.012 -0.004 -0.024
H -1.47154 -0.25972 3.53781 -0.037 0.024 0.056
H -0.89534 1.39032 3.63184 0.008 0.000 0.001
H 2.00833 1.07205 1.33434 0.020 -0.047 -0.064
H 1.66095 0.90379 3.04149 0.049 0.000 -0.012
H 2.03998 3.25071 2.40854 0.002 -0.015 0.074
H 0.45972 3.01782 3.13227 -0.006 -0.026 0.016
H -1.36490 5.28036 0.92127 -0.005 0.030 0.017
H -0.45615 5.29938 2.43061 -0.007 -0.003 0.021
H -2.83969 4.50628 2.69188 0.005 -0.002 0.010
H -1.66148 3.34830 3.28547 0.010 0.010 0.024
C 0.43114 -6.47236 -0.15474 0.004 0.025 0.000
C 1.00932 -5.13808 -0.54192 -0.008 -0.037 0.008
C 2.20035 -5.05077 -1.25287 0.001 -0.012 -0.020
C 2.73464 -3.82018 -1.60883 -0.103 0.020 0.022
C 2.07008 -2.66258 -1.23633 0.048 -0.117 0.102
C 0.87417 -2.72480 -0.52935 0.024 -0.006 -0.028
C 0.35138 -3.95893 -0.19156 -0.011 0.007 -0.007
S 2.80018 -1.10068 -1.61946 -0.060 -0.046 -0.041
O 3.67832 -1.32464 -2.72817 0.079 0.036 0.028
O 3.27735 -0.50974 -0.39875 0.005 0.103 0.046
N 1.58021 -0.15170 -2.11458 -0.123 -0.038 -0.065
C 0.69029 -0.61466 -3.18465 0.075 0.070 0.023
C -0.42806 0.39770 -3.38992 0.048 0.024 0.003
C -1.21924 0.58392 -2.10918 -0.304 0.267 0.006
O -2.19413 -0.08164 -1.84421 -0.032 -0.074 0.107
O -0.72289 1.51255 -1.31778 0.340 -0.119 -0.064
H 1.01485 -7.29258 -0.56969 0.000 0.005 -0.001
H -0.59604 -6.57123 -0.50892 0.007 0.005 -0.001
H 0.41454 -6.58478 0.93088 -0.001 -0.004 -0.004
H 2.71537 -5.95900 -1.54215 0.001 0.005 0.006
H 3.65150 -3.74920 -2.17737 0.005 -0.002 0.009
H 0.34193 -1.81962 -0.25942 0.050 -0.032 0.015
H -0.58822 -4.00988 0.34634 0.006 -0.002 -0.002
H 1.12042 0.32263 -1.34590 -0.015 0.065 -0.021
H 0.25155 -1.58711 -2.94193 0.002 -0.034 0.004
H 1.27175 -0.72007 -4.09875 0.048 -0.009 0.005
H -1.10165 0.01840 -4.15609 -0.005 0.019 0.010
H -0.01101 1.35607 -3.70003 -0.014 -0.029 -0.006
S -3.51137 6.00565 -2.03935 0.081 -0.064 0.044
C -2.59611 4.81066 -1.49827 -0.079 0.108 -0.011
N -1.92095 3.94349 -1.07579 0.044 -0.072 -0.043
```
Positions in Å, forces in eV/Å.

Results
multiplicity = 1
Kohn-Sham gap = 8.45 eV
total charge = 0
relative energy (zero: lowest compared OMol25 entry of this formula, charge and spin) = 3.7 kJ/mol

Just the Löwdin charges please, in e? Sure, here they are:
1. Be -0.10
2. C -0.49
3. C -0.50
4. S 0.90
5. C -0.50
6. C -0.46
7. S 1.00
8. C -0.48
9. C -0.45
10. S 0.98
11. H 0.09
12. H 0.08
13. H 0.08
14. H 0.06
15. H 0.06
16. H 0.09
17. H 0.09
18. H 0.06
19. H 0.06
20. H 0.09
21. H 0.09
22. H 0.06
23. C -0.05
24. C -0.27
25. C -0.03
26. C -0.04
27. C -0.29
28. C -0.06
29. C -0.03
30. S 0.62
31. O -0.28
32. O -0.29
33. N -0.13
34. C -0.20
35. C -0.08
36. C -0.57
37. O 0.09
38. O -0.12
39. H 0.07
40. H 0.08
41. H 0.08
42. H 0.11
43. H 0.11
44. H 0.07
45. H 0.12
46. H 0.08
47. H 0.12
48. H 0.12
49. H 0.13
50. H 0.13
51. S 0.59
52. C -0.91
53. N 0.01